{
  "formula": "C10H10",
  "method": "wB97M-V/def2-TZVPD",
  "species": ["C", "C", "C", "C", "C", "C", "C", "C", "C", "C", "H", "H", "H", "H", "H", "H", "H", "H", "H", "H"],
  "coordinates": [[3.423066, -0.776608, -0.534987], [2.499011, -1.785664, -0.271960], [3.029467, 0.563985, -0.386404], [1.184955, -1.509314, -0.005589], [1.703010, 0.795308, -0.448749], [0.689575, -0.167827, -0.183948], [-0.624785, 0.136129, -0.097405], [-1.822597, 0.549527, 0.167628], [-2.855546, 0.736621, -0.913248], [-2.274237, 0.886143, 1.573195], [4.418416, -1.012095, -0.883142], [2.849787, -2.808203, -0.238327], [3.755979, 1.360219, -0.435825], [0.530948, -2.258290, 0.414984], [-3.087925, 1.797117, -1.014822], [-2.499034, 0.359521, -1.868645], [-3.770936, 0.212610, -0.643620], [-2.236583, 0.007918, 2.214628], [-1.621522, 1.644342, 1.997438], [-3.291048, 1.268561, 1.558799]],
  "atomic_forces_ev_per_a": [[0.01, -0.05, 0.11], [0.33, -0.24, -0.06], [0.15, 0.04, -0.71], [-0.22, 0.33, 0.05], [-0.54, 0.19, 0.57], [0.53, -0.45, -0.08], [-0.04, 0.35, 0.14], [-0.25, -0.05, -0.10], [0.10, -0.18, -0.12], [0.23, 0.05, 0.01], [0.14, -0.06, 0.21], [-0.03, -0.08, 0.01], [0.09, 0.13, -0.02], [-0.15, -0.13, -0.18], [-0.06, 0.05, 0.00], [-0.04, 0.04, -0.05], [-0.12, -0.02, -0.02], [-0.05, -0.02, 0.05], [0.01, 0.08, 0.15], [-0.09, 0.03, 0.04]],
  "mulliken_charge": [-0.37, -0.39, -0.57, -0.47, -0.45, 0.46, 0.18, 0.65, -1.37, -1.18, 0.37, 0.36, 0.37, 0.37, 0.32, 0.36, 0.37, 0.30, 0.32, 0.36],
  "charge": 0,
  "homo_energy_ev": [-6.81, -8.71],
  "orbital_gap_ev": [6.5, 8.3],
  "e_lumo_ev": [-0.3, -0.4],
  "de_lowest_kcal_mol": 41.33,
  "energy_ev": -10527.2005
}